[1]
25
Properties=species:S:1:pos:R:3:forces:R:3 method="wB97M-V/def2-TZVPD" lumo_energy_ev=-5.635 e_homo_ev=-9.395 relative_energy_kcal_mol=225.2 gap_ha=0.1382 e_tot_ev=-13057.334
C 1.008230 2.186810 0.591071 -0.1171 -0.5380 -1.1070
C 0.825461 0.599170 0.226834 3.2567 0.7309 3.1785
C 0.335448 -0.191308 1.422522 -0.7580 1.2661 0.5043
N 2.173905 0.109975 0.038890 -2.5415 1.5293 -1.0810
H -0.000511 2.666274 0.686291 0.2516 -0.8945 -0.0883
H 1.501785 2.625347 -0.279028 -0.0110 0.2813 0.0552
H 1.629024 2.393110 1.471585 -0.1689 -0.5151 -0.1511
H 0.182195 0.550451 -0.681929 -0.6027 -0.0138 -0.5507
H 0.122702 -1.179534 1.112138 -0.2268 -1.0769 0.0526
H -0.605618 0.291854 1.716550 0.1452 -0.2880 0.2226
H 1.054256 -0.159345 2.269611 -0.3267 0.0571 -0.7289
H 2.663078 0.642829 -0.645866 0.7395 0.4855 -0.5204
H 2.249315 -0.894533 -0.116270 -0.1527 -1.3698 0.5956
H 0.476277 -1.750908 -1.491970 -0.8353 0.3090 -0.2290
H 1.349203 -3.228384 -0.511493 0.4161 -1.3500 -0.1104
O 1.120046 -2.319042 -0.504810 0.0206 1.8955 -0.3010
H -2.029221 0.047440 0.242533 -0.3365 0.9780 0.0163
H -3.211161 0.523660 2.336833 -0.1053 0.0381 0.0264
O -2.156481 -0.848205 -0.054040 -0.2553 -1.2421 -0.0240
H -3.330596 1.207727 2.059199 0.0638 -0.1132 0.0553
H -2.437844 2.394544 -0.097156 -1.0598 1.3610 -1.1753
O -1.920465 1.765776 0.356784 1.6628 -0.9796 1.1611
H -0.415140 -1.461639 -2.969697 0.1961 0.6098 1.3945
H -1.544883 -0.941092 -0.797696 -0.0477 -0.2137 -0.2547
O -0.278728 -1.106736 -2.050238 0.7931 -0.9471 -0.9404


[2]
73
Properties=species:S:1:pos:R:3:forces:R:3 method="wB97M-V/def2-TZVPD" lumo_energy_ev=-8.021 e_homo_ev=-14.041 relative_energy_kcal_mol=95.6 total_charge=+2 gap_ha=0.2212 e_tot_ev=-123970.170
Pt 0.434175 -0.050090 1.188845 -0.5442 1.7421 -0.2580
C -2.705932 0.670875 4.102045 -0.0054 -0.0256 -0.1853
C -3.748025 -0.130548 3.658481 -0.1095 0.0430 0.0261
C -3.579878 -0.950739 2.557048 0.0575 0.1923 0.0178
C -2.353334 -0.986596 1.893138 0.2083 -0.0630 -0.1591
C -1.341479 -0.130065 2.311714 1.2508 0.2305 0.5456
C -1.501780 0.691026 3.408218 0.2825 0.0718 0.2043
C -2.016488 -1.949120 0.859462 -0.1245 -0.2451 -0.0039
C -2.778460 -3.119401 0.657127 -0.0428 -0.0449 -0.2266
C -2.328040 -4.084255 -0.191661 -0.0354 0.0292 0.0365
C -1.098973 -3.912996 -0.863204 0.0988 0.4832 0.0352
C -0.545471 -4.892592 -1.713141 -0.0152 -0.0281 -0.0679
C 0.657951 -4.685414 -2.326716 -0.0267 -0.1097 -0.0555
C 1.344910 -3.474720 -2.131125 -0.1020 -0.0069 0.0954
C 0.829483 -2.500778 -1.317939 0.0848 -0.0333 0.1550
C -0.394545 -2.697015 -0.649241 0.2113 -0.4117 -0.4862
N -0.884744 -1.743286 0.197268 1.4263 1.0934 1.1854
H -2.821896 1.288650 4.981011 -0.0318 0.0459 0.0045
H -4.693952 -0.118777 4.181359 -0.0219 -0.0249 -0.0061
H -4.407905 -1.551486 2.208963 0.0185 -0.0963 0.0280
H -0.694431 1.320687 3.758061 -0.0056 -0.0271 -0.0574
H -3.692332 -3.262799 1.211046 -0.0252 0.0344 0.0135
H -2.892205 -4.995689 -0.340894 -0.0111 -0.0323 0.0286
H -1.097052 -5.809536 -1.872479 0.0097 -0.0425 0.0227
H 1.087533 -5.449562 -2.958577 -0.0274 -0.0156 -0.0414
H 2.295150 -3.322054 -2.626806 0.0312 0.0282 0.0099
H 1.360410 -1.573931 -1.150596 -0.0150 -0.0761 -0.0601
O 2.608250 3.246412 2.774426 0.0884 -0.8907 0.5022
C 1.700549 2.512614 2.471926 -1.1726 2.3809 -1.6255
O 1.515222 1.270932 2.729269 -0.2305 -2.9266 -0.5539
C 0.548250 3.126364 1.630836 1.0725 -0.1155 0.7698
C 0.336593 4.514756 1.633622 -0.2895 -0.0178 -0.4501
C -0.630619 4.996680 0.795255 0.1662 0.1534 0.1845
C -1.374074 4.116653 -0.026845 0.0965 -0.4662 -0.1061
C -2.368351 4.549174 -0.933239 -0.0381 0.0519 0.0365
C -3.049108 3.647534 -1.702877 -0.0109 0.1524 -0.0456
C -2.770094 2.269594 -1.608668 0.0639 -0.0782 0.0899
C -1.808293 1.814750 -0.747489 -0.0527 -0.0381 0.0871
C -1.094040 2.726651 0.053671 -0.1233 0.5901 -0.0562
N -0.120844 2.296400 0.898496 -1.1182 -1.3804 -0.2035
H 0.947562 5.144187 2.262447 0.0264 -0.0056 -0.0010
H -0.821906 6.061399 0.744774 -0.0770 0.0030 -0.0103
H -2.584970 5.607541 -0.995494 -0.0305 0.0174 -0.0349
H -3.814929 3.988219 -2.385566 -0.0108 0.0170 -0.0080
H -3.338264 1.576046 -2.215117 0.0104 -0.0402 0.0096
H -1.592590 0.756608 -0.629055 -0.0209 0.0212 -0.0854
C 3.014872 -2.632486 1.071442 -0.4852 0.2546 -0.2256
P 2.480844 -1.079922 1.859834 -0.0448 -0.8670 0.6141
C 3.947975 -0.017623 1.724025 -0.4934 0.4202 -0.2260
C 2.365444 -1.509762 3.614395 -0.3989 0.1740 -0.1222
H 3.843186 -3.023184 1.663470 0.0224 0.0799 0.0621
H 3.358203 -2.438290 0.056683 0.0055 -0.0210 0.0018
H 2.214821 -3.370067 1.045068 -0.0162 0.0060 0.0099
H 4.826604 -0.659041 1.658888 -0.0692 -0.1275 -0.0358
H 4.013140 0.621886 2.601710 -0.0782 0.0203 -0.0091
H 3.894693 0.615177 0.837563 0.0647 -0.0228 -0.0369
H 3.335938 -1.887684 3.939438 0.0393 -0.0007 -0.0734
H 1.605583 -2.274829 3.770524 0.0187 -0.0286 -0.0246
H 2.110249 -0.623205 4.191391 0.0136 0.0081 -0.0229
C 0.564100 2.570076 -3.783002 0.0665 -0.0932 0.0906
As 1.095088 0.818320 -3.159932 -0.2273 -0.3361 -0.0091
C -0.307474 -0.435674 -3.640054 0.1530 0.1565 -0.0234
C 2.670742 0.308888 -4.161123 -0.1275 0.0875 -0.0222
S 1.624573 0.880435 -1.081346 0.7649 0.1563 0.4739
H 0.551525 2.554487 -4.872966 -0.0076 -0.0529 0.0032
H 1.285899 3.309763 -3.440590 0.0204 -0.0751 0.0442
H -0.425857 2.819647 -3.404051 0.0205 -0.0807 0.0662
H -0.697536 -0.146632 -4.615558 0.0109 0.0181 -0.0048
H -1.109184 -0.418193 -2.904166 0.0615 0.0842 0.0301
H 0.116989 -1.435618 -3.695035 -0.0067 0.0421 -0.0002
H 2.400395 0.197135 -5.211536 -0.0239 0.0215 0.0120
H 3.069866 -0.630922 -3.784040 -0.1080 0.0245 0.0728
H 3.428286 1.085014 -4.062809 -0.0605 0.0127 0.0552